{"formula": "C2HFNaO2", "method": "ωB97M-V with the def2-TZVPD basis set", "species": ["C", "H", "F", "O", "C", "O", "Na"], "positions_angstrom": [[1.5325, -0.5983, -0.0320], [1.5917, -1.0348, -1.0387], [2.7700, -0.2442, 0.4038], [0.8460, 1.1794, -0.2153], [0.0537, 0.3462, 0.2591], [-0.9374, -0.1731, -0.3045], [-3.3068, 0.0133, -0.8593]], "mulliken_charge": [-0.1261, 0.1951, -0.1983, -0.3419, 0.1966, -0.6614, 0.9361], "homo_lumo_gap_ev": [3.6, 5.7], "total_energy_ha": -489.284943, "multiplicity": 2, "e_above_lowest_kcal_mol": 94.45, "e_lumo_ev": [-1.6443, -1.8233], "fmax_ev_per_a": 2.6}


{"formula": "C2HFO2", "method": "ωB97M-V with the def2-TZVPD basis set", "species": ["C", "C", "O", "O", "F", "H"], "positions_angstrom": [[-1.1494, 0.3142, 0.0160], [1.1004, -0.0136, 0.3256], [-2.0498, 0.1923, 0.7343], [-0.4143, 0.5114, -0.8568], [0.7911, -1.2659, 0.3399], [1.7221, 0.2616, -0.5590]], "mulliken_charge": [0.7558, -0.0936, -0.3279, -0.2918, -0.1229, 0.0804], "homo_lumo_gap_ev": 9.6, "total_energy_ha": -327.033908, "e_above_lowest_kcal_mol": 69.57, "e_lumo_ev": 0.4990, "fmax_ev_per_a": 2.8}